(1)
Density functional theory data (ωB97M-V/def2-TZVPD) for a 8-piece molecular cluster, C24H58BN8O10 overall at a distorted geometry.

charge: +1
M: 629.59 g mol⁻¹
spin multiplicity: 1
orbital gap: 7.013 eV

Geometry (Å):
O1 0.9910 -5.7045 2.5028
C1 0.0367 -5.7282 3.1507
C2 -1.1010 -4.7079 2.9798
N1 -1.9043 -4.6622 4.2361
C3 -3.3736 -4.3955 4.0235
B1 -4.2023 -5.6383 3.4034
O2 -4.2943 -6.8518 3.9907
O3 -4.8060 -5.4411 2.2213
H1 -0.0760 -6.4854 3.9594
H2 -0.6543 -3.7446 2.7971
H3 -1.6840 -5.0325 2.1253
H4 -1.7659 -5.4942 4.8114
H5 -1.5377 -3.8917 4.7942
H6 -3.5514 -3.4600 3.4615
H7 -3.7966 -4.2272 5.0145
H8 -3.5885 -7.0191 4.6242
H9 -5.2818 -4.5955 2.2285
C4 -4.6845 -2.2639 1.2220
O4 -4.6039 -2.4308 2.4496
N2 -3.9599 -1.4111 0.5257
C5 -4.1080 -1.2620 -0.9208
C6 -2.9797 -0.5859 1.2172
H10 -5.3945 -2.8321 0.6048
H11 -3.1568 -1.4936 -1.4025
H12 -4.3918 -0.2332 -1.1591
H13 -4.8720 -1.9398 -1.2957
H14 -2.2481 -1.2236 1.7172
H15 -3.4772 0.0223 1.9725
H16 -2.4721 0.0603 0.5059
C7 -4.0435 2.4825 -2.0629
O5 -4.7011 1.4507 -2.1288
N3 -3.9682 3.2726 -0.9891
C8 -3.1563 4.4750 -0.9732
C9 -4.7200 2.9142 0.1988
H17 -3.4435 2.8462 -2.9111
H18 -2.4101 4.3935 -0.1914
H19 -3.7915 5.3449 -0.7842
H20 -2.6541 4.6033 -1.9283
H21 -4.4048 1.9324 0.5540
H22 -5.7843 2.8676 -0.0366
H23 -4.5513 3.6523 0.9780
C10 4.9896 -6.6197 -1.2042
O6 5.7382 -5.6651 -1.1362
N4 3.8125 -6.7175 -0.5537
C11 2.9580 -7.8835 -0.6726
C12 3.3996 -5.6113 0.2891
H24 5.2195 -7.5057 -1.8204
H25 1.9890 -7.5897 -1.0767
H26 2.8188 -8.3370 0.3138
H27 3.4057 -8.6152 -1.3395
H28 3.3249 -4.7036 -0.3128
H29 4.1466 -5.4458 1.0676
H30 2.4393 -5.8246 0.7461
C13 0.4999 2.9089 -0.4165
O7 -0.7184 3.0151 -0.3550
N5 1.2526 3.3402 -1.4308
C14 2.6951 3.1859 -1.4430
C15 0.6074 3.9890 -2.5658
H31 1.0869 2.4334 0.3886
H32 3.1686 4.1669 -1.5070
H33 2.9941 2.5897 -2.3064
H34 3.0312 2.6877 -0.5354
H35 0.0710 4.8718 -2.2251
H36 -0.1090 3.2981 -3.0177
H37 1.3463 4.2791 -3.2964
C16 2.4514 7.3939 -3.5847
O8 1.7797 6.3728 -3.6385
N6 2.5434 8.1910 -2.5148
C17 3.3604 9.3933 -2.5107
C18 1.8000 7.8396 -1.3180
H38 3.0504 7.7455 -4.4405
H39 4.1138 9.3143 -1.7295
H40 2.7279 10.2622 -2.3163
H41 3.8513 9.5207 -3.4737
H42 2.1149 6.8573 -0.9623
H43 0.7331 7.7969 -1.5468
H44 1.9816 8.5785 -0.5439
C19 0.5452 -9.5529 -3.4459
O9 1.2992 -8.6025 -3.3604
N7 -0.6397 -9.6599 -2.8117
C20 -1.4930 -10.8243 -2.9607
C21 -1.0721 -8.5718 -1.9550
H45 0.7789 -10.4301 -4.0724
H46 -2.4589 -10.5254 -3.3724
H47 -1.6501 -11.2954 -1.9883
H48 -1.0326 -11.5459 -3.6313
H49 -1.1463 -7.6509 -2.5355
H50 -0.3419 -8.4167 -1.1582
H51 -2.0406 -8.8072 -1.5205
C22 4.8531 8.8716 1.5276
O10 4.4890 8.8579 0.3636
N8 4.4810 9.7872 2.4350
C23 4.9513 9.7505 3.8074
C24 3.5772 10.8497 2.0246
H52 5.5388 8.1103 1.9352
H53 4.1017 9.6587 4.4865
H54 5.4935 10.6693 4.0365
H55 5.6158 8.9024 3.9564
H56 2.6427 10.4198 1.6620
H57 4.0270 11.4245 1.2145
H58 3.3724 11.5060 2.8660

Cartesian forces, eV/Å:
O 2.8569 0.0879 -2.1198
C -2.4991 0.1354 2.0142
C 0.6744 -0.9807 0.4182
N -0.3292 0.8605 -0.2366
C -0.6379 -0.2244 0.6891
B 0.4764 0.4935 -0.2825
O 0.8112 -0.3013 0.0390
O -1.1728 -0.0444 -0.0560
H -0.3098 -0.0696 0.0907
H -0.0700 0.3556 -0.1527
H -0.4591 0.1067 0.0099
H 0.0600 -0.1516 -0.1760
H 0.0444 -0.0272 0.1171
H 0.5677 -0.5429 0.0913
H 0.1104 0.1180 0.2381
H -0.4213 -0.2473 0.2660
H 0.4540 0.2480 -0.4373
C -0.1779 0.0085 0.0671
O -0.2192 0.0183 -0.4064
N 0.1372 0.0330 -0.1304
C 0.1033 0.2319 0.0548
C -0.1212 -0.0438 0.0693
H -0.0257 -0.0035 0.0308
H -0.0395 -0.0086 -0.0584
H 0.0455 -0.2533 -0.0507
H -0.0055 -0.0356 0.0839
H 0.0451 0.0669 0.0085
H 0.0751 0.0170 0.0248
H -0.0400 -0.0135 -0.0428
C 0.0547 -0.0424 -0.1766
O -0.0040 0.1824 0.0449
N 0.0311 0.1228 -0.0116
C -0.3435 0.1956 0.2405
C -0.0469 -0.1044 -0.2016
H -0.0154 -0.0060 0.0063
H 0.1100 0.0859 -0.0333
H 0.0157 0.0098 -0.0819
H 0.0221 -0.0659 -0.0047
H -0.0510 0.0071 0.0834
H -0.0075 -0.0312 0.0851
H 0.0515 0.0278 -0.0319
C 0.1342 -0.0577 -0.1265
O -0.0729 0.0498 0.0760
N -0.0613 -0.1755 -0.0068
C -0.0038 0.3255 0.2871
C 0.2326 0.0082 -0.2055
H -0.0425 0.0055 0.0208
H -0.0083 -0.1500 -0.0855
H -0.0343 -0.0878 -0.0510
H -0.0077 0.0431 -0.0600
H 0.0085 0.0593 0.0978
H -0.0630 0.1011 0.0311
H 0.0612 -0.1009 -0.0943
C -0.0097 -0.0432 0.0829
O 0.1576 -0.2180 0.0470
N 0.1024 -0.0296 -0.0040
C -0.1326 0.1131 -0.1286
C -0.3341 -0.4268 0.1860
H -0.0062 0.0186 -0.0076
H 0.0806 -0.0463 -0.0266
H 0.0977 0.0189 0.0260
H -0.0496 -0.0063 0.0171
H 0.0369 0.0747 -0.1158
H -0.0136 0.0339 0.0196
H 0.0811 0.0601 0.0074
C 0.0119 -0.0443 -0.1896
O 0.1390 0.2646 0.0358
N 0.0683 0.1233 -0.0152
C -0.0289 -0.0801 0.1570
C -0.0960 -0.1135 -0.1648
H -0.0082 -0.0030 0.0144
H -0.0244 0.1279 -0.0638
H 0.0794 0.0609 -0.0328
H -0.0833 -0.0566 -0.0499
H -0.0453 0.0223 0.0814
H 0.0008 -0.0379 0.0553
H 0.1032 0.0117 -0.0248
C 0.1356 -0.0715 -0.1839
O -0.1435 0.0209 0.1453
N -0.0602 -0.1425 -0.0072
C -0.0183 0.2485 0.1416
C 0.1932 0.0337 -0.1301
H -0.0284 0.0031 0.0205
H -0.0273 -0.1124 -0.0083
H -0.0556 -0.0867 -0.0551
H 0.0412 0.0290 -0.0096
H -0.0175 0.0413 0.0808
H -0.0549 0.0620 0.0319
H -0.0040 -0.0554 -0.0328
C 0.1202 -0.1179 -0.0327
O -0.0528 0.0191 0.1653
N 0.0250 -0.0085 0.1410
C -0.1570 0.1622 -0.1354
C 0.0656 -0.1418 -0.1675
H -0.0114 0.0201 0.0006
H 0.0707 -0.0035 0.0819
H 0.0227 -0.0419 0.0986
H -0.0015 -0.0142 -0.0507
H -0.0261 0.0834 -0.0070
H -0.0714 0.0458 0.0022
H 0.0357 -0.0331 0.0393


(2)
Density functional theory data (ωB97M-V/def2-TZVPD) for a 4-piece molecular cluster, C24H58Cl2N4P overall at a distorted geometry.

charge: -1
M: 504.64 g mol⁻¹
spin multiplicity: 1
orbital gap: 6.273 eV

Geometry (Å):
C1 -3.3336 6.7320 3.8821
C2 -2.3081 6.0057 3.4525
C3 -1.1816 5.0801 2.7138
P1 -1.3758 3.3036 3.3707
N1 0.3940 2.9267 3.1684
C4 -1.8498 2.5291 1.6877
Cl1 -0.6141 2.8399 0.3066
C5 -3.3824 2.7265 1.2119
C6 -3.8040 4.2153 0.7811
Cl2 -4.6201 1.9718 2.3980
H1 -4.2790 7.0284 4.4782
H2 -0.1660 5.5397 3.0612
H3 -1.3443 5.2463 1.5925
H4 -1.5280 1.9996 3.9917
H5 -1.0149 3.8094 4.7012
H6 -2.7622 3.6330 3.7154
H7 0.8653 3.6577 2.6141
H8 0.5231 1.9794 2.7799
H9 -1.7519 1.3739 1.8502
H10 -3.4922 2.0704 0.2512
H11 -4.6990 4.1037 0.0378
H12 -4.2398 4.7470 1.7046
H13 -3.0010 4.8153 0.2244
C7 -1.7120 5.3658 -2.8820
C8 -2.8867 4.4725 -3.2674
N2 -4.1575 5.1816 -3.3996
C9 -5.3042 4.2823 -3.5177
C10 -5.3833 3.3941 -4.7580
C11 -4.1676 6.3238 -4.3081
C12 -3.7939 6.0714 -5.7682
H14 -1.9102 5.8967 -1.9460
H15 -0.8156 4.7554 -2.7374
H16 -1.4805 6.1001 -3.6581
H17 -2.9834 3.7201 -2.4771
H18 -2.6260 3.9306 -4.1861
H19 -6.2304 4.8654 -3.4451
H20 -5.3163 3.6308 -2.6361
H21 -5.6964 3.9571 -5.6388
H22 -6.1342 2.6119 -4.6027
H23 -4.4378 2.8941 -4.9779
H24 -3.4897 7.0867 -3.9097
H25 -5.1531 6.8047 -4.2758
H26 -2.9307 5.4097 -5.8725
H27 -3.5339 7.0201 -6.2491
H28 -4.6273 5.6501 -6.3307
C13 2.4693 -0.1104 5.1545
C14 2.0593 -1.2380 4.2123
N3 2.5532 -1.0829 2.8460
C15 1.9472 -2.0266 1.9085
C16 2.2376 -3.5126 2.1119
C17 3.9931 -0.8980 2.6976
C18 4.9083 -1.9947 3.2410
H29 2.1375 0.8613 4.7754
H30 2.0085 -0.2622 6.1354
H31 3.5510 -0.0750 5.3085
H32 0.9642 -1.2499 4.1920
H33 2.3753 -2.1931 4.6529
H34 2.2296 -1.7517 0.8849
H35 0.8603 -1.8885 1.9432
H36 3.2418 -3.7773 1.7760
H37 1.5395 -4.1089 1.5142
H38 2.1204 -3.8255 3.1516
H39 4.2702 0.0466 3.1782
H40 4.2309 -0.7345 1.6392
H41 4.5909 -2.3591 4.2210
H42 5.9236 -1.6011 3.3558
H43 4.9730 -2.8414 2.5573
C19 2.6102 -9.3114 -0.1264
C20 2.7643 -7.8056 -0.3180
N4 3.8475 -7.4274 -1.2223
C21 4.1404 -5.9945 -1.1960
C22 3.0558 -5.0406 -1.6922
C23 3.8196 -8.0316 -2.5511
C24 2.5850 -7.7836 -3.4166
H44 3.5387 -9.7601 0.2399
H45 1.8273 -9.5118 0.6115
H46 2.3188 -9.8164 -1.0507
H47 2.9664 -7.3803 0.6709
H48 1.7999 -7.3953 -0.6446
H49 5.0605 -5.8027 -1.7612
H50 4.3854 -5.7173 -0.1640
H51 2.9886 -5.0370 -2.7812
H52 3.3005 -4.0168 -1.3898
H53 2.0715 -5.2718 -1.2797
H54 3.9461 -9.1143 -2.4398
H55 4.7096 -7.7188 -3.1108
H56 1.6527 -7.8705 -2.8533
H57 2.5467 -8.5251 -4.2212
H58 2.6161 -6.8032 -3.8917

Cartesian forces, eV/Å:
C 4.6640 -4.2926 -1.3854
C -4.6975 2.8911 1.1496
C -0.7062 3.6725 0.5208
P 0.4848 0.0664 2.6039
N -0.0014 0.0469 -0.3057
C -1.4074 -2.2824 -0.2237
Cl -1.3327 0.0260 0.1701
C 1.0849 0.0722 -2.5872
C -1.6573 -0.5909 0.1787
Cl 1.1165 0.6785 -0.9332
H 2.3292 -0.5744 -1.4513
H -1.6983 -0.8215 -0.8072
H 0.4173 -0.1477 1.5248
H -0.0398 -0.3769 -0.2090
H -0.2834 0.2387 -0.0998
H 0.0666 -0.3234 -0.6135
H -0.1192 -1.0252 0.0771
H 0.1785 0.9163 -0.0816
H -0.0914 2.0789 -0.3280
H 0.0751 1.0465 1.8086
H 1.5275 0.2136 1.2547
H 1.1015 -0.4895 -1.4637
H -0.9686 -1.0755 1.1258
C -0.0054 0.0709 -0.0216
C 0.1143 0.1765 0.0599
N -0.3381 -0.0367 0.0507
C 0.0538 0.0147 0.2746
C -0.2355 -0.1694 -0.2139
C 0.1925 0.1452 0.2363
C -0.0073 0.1466 -0.2979
H -0.0187 -0.0448 -0.1206
H -0.1522 0.0207 0.0241
H -0.0301 -0.0009 0.0380
H -0.2306 0.0394 -0.0954
H 0.0784 -0.0969 -0.0668
H 0.1820 0.1171 -0.0386
H 0.1933 0.0985 -0.0032
H 0.1076 -0.0503 -0.0018
H 0.0674 0.0579 0.0184
H -0.0292 0.0662 0.0275
H 0.0364 -0.1824 0.0481
H 0.0068 -0.2650 0.1111
H -0.0633 0.0144 0.0530
H -0.0095 -0.0559 0.0323
H 0.1033 -0.0881 -0.0154
C 0.0588 0.1284 -0.0828
C 0.1202 0.1971 0.0905
N -0.0932 -0.1253 -0.3143
C -0.1789 0.2377 0.0279
C 0.0191 -0.3269 -0.1851
C -0.0599 0.3319 0.1430
C 0.3118 -0.1057 -0.0101
H 0.0264 -0.1050 -0.0042
H 0.0130 -0.0215 -0.1292
H -0.0303 -0.0078 -0.0136
H 0.0914 -0.0801 -0.2544
H -0.0090 -0.1284 0.0910
H 0.1143 0.0951 0.1579
H 0.0885 0.1082 0.1596
H -0.0124 -0.0246 0.1106
H 0.0260 0.0555 0.0389
H 0.0320 0.0563 -0.0388
H -0.1688 -0.0894 0.0589
H -0.2654 -0.1061 0.0489
H -0.0330 0.0324 -0.0667
H -0.0623 -0.0193 -0.0020
H -0.0373 -0.0602 0.1161
C 0.0312 -0.0436 -0.0650
C 0.0217 -0.1743 -0.0969
N 0.2898 0.1526 0.0401
C 0.1013 -0.0013 0.1945
C -0.0234 0.3030 -0.1359
C 0.0353 -0.2891 0.1090
C -0.0936 -0.0308 -0.3026
H -0.0583 0.0679 -0.1047
H 0.0754 0.0704 -0.0769
H 0.0402 0.0103 0.0537
H 0.1052 0.1962 -0.1990
H -0.1218 0.0150 0.0524
H -0.0962 -0.2096 -0.0309
H -0.0897 -0.1874 0.0118
H -0.0913 -0.0331 0.0723
H -0.0243 -0.0992 0.0070
H 0.0634 -0.0128 -0.0237
H -0.0694 0.0834 0.1427
H -0.0611 0.1601 0.2451
H 0.0749 0.0263 0.0030
H 0.0024 0.0440 0.0583
H -0.1210 -0.0156 0.0802


Number 1: LUMO -3.36 eV, E_tot -58896.527 eV. Number 2: LUMO 2.17 eV, E_tot -66117.002 eV.